(1)
C2H4ClNS2 | ωB97M-V/def2-TZVPD

Total charge   0
Orbital gap   9.106 eV
ΔE to the lowest compared entry with this formula, charge and spin   1.480 eV
HOMO level   -8.88 eV
Multiplicity   1

Each line ends with the Mulliken charge.
Positions of all 10 atoms, in Å:
C: 0.11 0.00 -0.87  -0.8593
S: 0.39 0.67 0.78  -0.0950
C: -0.36 -0.80 1.60  0.4598
S: -0.82 -2.29 1.10  -0.3095
N: -0.34 -0.47 2.97  -0.3372
Cl: -0.66 -1.68 4.17  -0.0471
H: -0.92 0.09 -1.07  0.3505
H: 0.50 -1.10 -1.12  0.2827
H: 0.64 0.53 -1.76  0.2980
H: 0.11 0.29 3.33  0.2572

***

(2)
C28H32F3GeHgN2O5S | ωB97M-V/def2-TZVPD

Total charge   0
<S²>   0.756
Orbital gap (alpha / beta)   9.240 / 6.968 eV
ΔE to the lowest compared entry with this formula, charge and spin   0.000 eV
HOMO level (alpha / beta)   -8.77 / -8.83 eV
Multiplicity   2

Each line ends with the Mulliken charge.
Positions of all 73 atoms, in Å:
Hg: 1.31 0.84 0.12  1.0656
F: -1.18 -1.43 0.79  -0.2001
C: -1.70 -1.86 -0.38  0.6144
F: -0.83 -2.72 -0.91  -0.1919
F: -2.83 -2.52 -0.09  -0.2504
S: -2.04 -0.43 -1.49  0.8570
O: -2.42 -1.03 -2.73  -0.6934
O: -3.06 0.30 -0.77  -0.5952
O: -0.74 0.24 -1.51  -0.7231
Ge: 2.94 0.22 -1.62  0.1359
C: 2.72 -1.63 -2.18  0.4611
C: 3.72 -2.57 -1.96  -0.5392
C: 3.56 -3.88 -2.38  -0.5421
C: 2.39 -4.26 -3.02  -0.4770
C: 1.38 -3.33 -3.25  -0.6950
C: 1.55 -2.02 -2.83  -0.1337
C: 2.64 1.41 -3.13  0.2168
C: 3.71 1.78 -3.93  -0.4713
C: 3.52 2.59 -5.04  -0.5700
C: 2.25 3.04 -5.36  -0.3590
C: 1.17 2.67 -4.58  -0.9936
C: 1.36 1.86 -3.46  0.1317
H: 4.35 0.41 -1.04  -0.0546
H: 4.64 -2.28 -1.45  0.3780
H: 4.34 -4.61 -2.20  0.3926
H: 2.26 -5.29 -3.35  0.3844
H: 0.46 -3.63 -3.74  0.4457
H: 0.75 -1.31 -2.99  0.3361
H: 4.72 1.44 -3.70  0.3519
H: 4.37 2.87 -5.66  0.3784
H: 2.10 3.67 -6.23  0.3712
H: 0.17 3.01 -4.83  0.4217
H: 0.50 1.56 -2.87  0.5278
C: -4.63 2.89 1.80  -1.1503
N: -3.43 2.47 1.10  0.1278
N: -2.40 1.90 1.83  0.6598
C: -1.23 2.10 1.16  0.6539
O: -0.16 1.54 1.54  -0.9018
C: -1.52 2.94 0.06  -1.0544
C: -2.87 3.14 0.07  0.8900
C: -3.71 3.94 -0.87  -1.7289
C: -2.65 0.82 2.73  -0.4664
C: -2.01 0.81 3.95  -0.3507
C: -2.23 -0.25 4.82  -0.6355
C: -3.09 -1.27 4.46  -0.5299
C: -3.74 -1.24 3.23  -0.8939
C: -3.51 -0.20 2.35  0.5516
H: -4.97 2.08 2.44  0.3960
H: -5.40 3.09 1.06  0.4117
H: -4.45 3.78 2.41  0.3314
H: -0.82 3.26 -0.69  0.3658
H: -3.10 4.28 -1.70  0.3886
H: -4.13 4.82 -0.37  0.3456
H: -4.52 3.33 -1.26  0.3932
H: -1.34 1.62 4.21  0.4383
H: -1.72 -0.27 5.77  0.4218
H: -3.26 -2.10 5.14  0.4107
H: -4.39 -2.05 2.94  0.4235
H: -3.95 -0.19 1.36  0.5659
C: 1.03 -1.13 3.34  -1.0110
C: 2.31 -1.40 2.55  1.8340
C: 3.44 -1.85 3.51  -1.9767
C: 2.11 -2.46 1.46  -0.9472
O: 2.83 -0.25 2.00  -0.5381
H: 0.69 -2.03 3.85  0.4450
H: 0.23 -0.80 2.68  -0.1852
H: 1.21 -0.35 4.07  0.4316
H: 3.12 -2.78 3.99  0.3679
H: 3.62 -1.10 4.27  0.4582
H: 4.36 -2.03 2.95  0.4560
H: 1.80 -3.40 1.91  0.4676
H: 3.03 -2.62 0.91  0.2894
H: 1.33 -2.15 0.76  -0.1364

***

(3)
F3H3S2Si2 | ωB97M-V/def2-TZVPD

Total charge   0
<S²>   2.007
Orbital gap (alpha / beta)   5.487 / 5.487 eV
ΔE to the lowest compared entry with this formula, charge and spin   1.514 eV
HOMO level (alpha / beta)   -5.35 / -9.75 eV
Multiplicity   3

Each line ends with the Mulliken charge.
Positions of all 10 atoms, in Å:
F: 1.09 -2.26 -0.73  -0.2322
F: -1.35 -1.57 -1.94  -0.2535
F: 0.92 -0.72 -2.54  -0.2333
Si: -0.46 0.32 0.27  0.0217
Si: 0.07 -1.18 -1.31  0.7371
S: 0.39 2.46 -0.15  -0.0560
S: 0.37 -0.21 2.30  -0.3276
H: -1.91 0.64 0.58  -0.0682
H: 1.59 2.26 0.48  0.2696
H: -0.71 0.27 3.05  0.1426

***

(4)
C2H7NOS | ωB97M-V/def2-TZVPD

Total charge   0
Orbital gap (alpha / beta)   5.970 / 9.930 eV
ΔE to the lowest compared entry with this formula, charge and spin   6.159 eV
HOMO level (alpha / beta)   -8.03 / -9.23 eV
Multiplicity   1

Each line ends with the Mulliken charge.
Positions of all 12 atoms, in Å:
C: -1.48 -1.66 1.84  -0.7671
C: 0.32 1.84 -1.41  -0.8228
N: 1.72 -0.77 -0.93  -0.4442
O: 0.13 0.10 0.76  -0.4293
S: 1.22 0.54 -0.14  0.4929
H: -2.22 -2.07 1.02  0.2315
H: -0.82 -2.46 2.15  0.2644
H: -1.85 -1.04 2.59  0.2777
H: 1.02 2.51 -1.85  0.3615
H: -0.43 1.26 -1.95  0.2904
H: -0.25 2.48 -0.75  0.2952
H: 2.62 -0.71 -1.33  0.2497

***

> What is the total charge in the fourth record?

0